--- 1 ---
8
Properties=species:S:1:pos:R:3 method="wB97M-V/def2-TZVPD" homo_ev="-9.59 / -12.73" charge=0 orbital_gap_ev="5.70 / 10.15" e_lumo_ev="-3.887 / -2.585"
C 0.47380 -0.82216 -0.26150
O -2.02088 0.10497 0.57011
O -0.89944 1.32113 -1.32304
F 1.28227 1.74363 1.83594
S -0.85398 0.61792 -0.07188
H 1.42001 -0.58259 0.21403
H -0.14960 -1.48948 0.31745
H 0.74783 -0.89343 -1.28110


--- 2 ---
8
Properties=species:S:1:pos:R:3 method="wB97M-V/def2-TZVPD" smiles="CS(=O)(=O)F" homo_ev=-11.97 charge=0 orbital_gap_ev=12.60 e_lumo_ev=0.628
C 0.95581 -0.03555 0.07209
S -0.80093 -0.10892 0.06600
O -1.31838 -0.33121 1.34377
O -1.26240 -0.98751 -0.96905
F -1.09790 1.43292 -0.42259
H 1.43981 -0.24723 0.96690
H 1.14944 -0.69158 -0.78145
H 0.93454 0.96908 -0.27567


Q: Which of them is the most stable? A: 2.


--- 1 ---
17
Properties=species:S:1:pos:R:3 method="wB97M-V/def2-TZVPD" smiles="C[C@@]1(C=O)N=CC[NH2+]1" homo_ev=-13.99 charge=+1 orbital_gap_ev=10.10 e_lumo_ev=-3.896
C 1.33597 -0.63869 1.42691
C 0.42140 0.06719 0.39270
C -0.63151 1.40007 1.21457
O -1.79646 1.24766 0.95863
N 0.96859 0.80243 -0.65392
C 0.36418 0.64697 -1.74895
C -0.80177 -0.34192 -1.56198
N -0.68041 -0.81992 -0.17056
H 1.03523 -1.60454 1.63266
H 1.29013 -0.02380 2.35916
H 2.49664 -0.63406 0.99002
H -0.23267 2.13008 1.78519
H 0.74109 0.89837 -2.73031
H -1.89410 0.11375 -1.75541
H -0.54767 -0.98626 -2.36635
H -1.48206 -0.44495 0.18627
H -0.58658 -1.81238 0.04136


--- 2 ---
17
Properties=species:S:1:pos:R:3 method="wB97M-V/def2-TZVPD" homo_ev="-12.23 / -14.28" charge=+1 orbital_gap_ev="5.58 / 8.73" e_lumo_ev="-6.651 / -5.549"
C 0.85162 -1.25936 -0.00808
C -0.45191 -0.83481 -0.12348
C 1.71918 1.64146 -0.30054
C 1.81831 -0.49990 0.80479
C -3.02857 0.35302 -0.29520
N -0.86109 0.12764 0.68688
N 2.38576 0.62228 -0.02505
O -2.02719 0.65430 0.67054
H 1.19592 -2.09264 -0.60257
H -1.11415 -1.32755 -0.83304
H 2.09833 2.47382 -0.87074
H 1.30379 -0.04178 1.65197
H 2.64959 -1.11503 1.14246
H -2.74533 0.74084 -1.27826
H -3.91945 0.86491 0.06258
H -3.21897 -0.72117 -0.36427
H 3.34417 0.41394 -0.31797


Q: Which of them is the most stable? A: 1.


--- 1 ---
17
Properties=species:S:1:pos:R:3 method="wB97M-V/def2-TZVPD" homo_ev=-13.66 charge=+1 orbital_gap_ev=9.32 e_lumo_ev=-4.344
C -1.16355 -1.30281 0.03867
C -1.02866 -0.02599 0.43031
C -1.68788 0.62219 1.62299
N -0.31581 0.93224 -0.34472
C 0.80279 0.94484 -0.94584
N 1.85159 0.19227 -1.06181
C 2.23099 -1.10986 -0.52207
O 1.51958 -1.61097 0.27836
H -1.85472 -2.08490 0.57860
H -0.59080 -1.65857 -0.85675
H -2.18872 -0.02938 2.29619
H -2.38976 1.29587 1.13025
H -0.97932 1.19535 2.07588
H -0.83398 1.80135 -0.44727
H 1.00383 1.79399 -1.51842
H 2.34664 0.50441 -1.88446
H 3.27778 -1.46003 -0.86994


--- 2 ---
17
Properties=species:S:1:pos:R:3 method="wB97M-V/def2-TZVPD" homo_ev="-12.91 / -10.27" charge=+1 orbital_gap_ev="9.33 / 5.10" e_lumo_ev="-3.576 / -5.171"
C -1.97116 1.50694 2.35094
C -2.17369 0.33070 1.67261
C 0.02247 0.97235 1.49851
C -0.79092 -0.84658 0.02422
C 1.45527 -0.69035 -3.23151
N -0.67690 1.85294 2.33366
N -0.91522 0.08626 1.02164
O 2.04976 -0.77156 -2.07735
H -2.72206 2.13642 2.77008
H -2.91251 -0.39644 1.58750
H 1.02658 1.13568 1.14298
H -1.70154 -1.17890 -0.35443
H 0.15423 -0.82550 -0.56410
H 0.62636 -1.37268 -3.13518
H 1.98176 -0.73183 -4.24246
H -0.45885 2.69544 2.86077
H 2.97879 -0.32477 -2.07265


Q: Which of them is the most stable? A: 1.


--- 1 ---
17
Properties=species:S:1:pos:R:3 method="wB97M-V/def2-TZVPD" smiles="O=C[C@@H]1CCC[NH2+]1" homo_ev=-14.18 charge=+1 orbital_gap_ev=9.87 e_lumo_ev=-4.311
O 0.31334 -0.62476 2.48572
C 0.89349 -1.01504 1.47466
C 0.97850 -0.46469 -0.04320
C 0.71217 1.07631 0.05840
C -0.78459 1.07942 0.11769
C -1.35173 0.16989 -0.87014
N -0.14019 -0.96103 -0.89678
H 1.35217 -2.03970 1.77924
H 1.92708 -0.81255 -0.34926
H 1.08942 1.58214 0.97787
H 1.15048 1.59986 -0.82621
H -1.16836 0.97053 1.14132
H -0.99021 2.11811 -0.17939
H -1.55288 0.47444 -1.92786
H -2.20923 -0.23178 -0.53568
H 0.20527 -1.18158 -2.02794
H -0.42472 -1.73954 -0.37842


--- 2 ---
17
Properties=species:S:1:pos:R:3 method="wB97M-V/def2-TZVPD" smiles="C=CC[C@@H]([NH3+])C=O" homo_ev=-13.72 charge=+1 orbital_gap_ev=9.59 e_lumo_ev=-4.126
C -2.41764 -1.23532 -0.28843
C -1.10192 -1.38332 -0.17142
C -0.25428 -0.43556 0.62622
C 0.49729 0.53803 -0.25641
N 1.07947 1.69039 0.59646
C 1.69740 -0.07246 -0.97829
O 2.59172 -0.55110 -0.34263
H -2.93912 -0.37970 0.12827
H -3.06178 -2.05363 -0.58356
H -0.68360 -2.19752 -0.75451
H 0.43583 -0.94682 1.30520
H -0.94608 0.14220 1.24772
H -0.17181 1.09331 -0.91240
H 2.08675 1.61222 0.76728
H 0.87724 2.59576 0.17112
H 0.63780 1.72059 1.52080
H 1.67271 -0.13706 -2.07543


Q: Which of them is the most stable? A: 2.


--- 1 ---
44
Properties=species:S:1:pos:R:3 method="wB97M-V/def2-TZVPD" homo_ev=-9.26 charge=0 orbital_gap_ev=9.14 e_lumo_ev=-0.114
C 0.80453 -2.42747 -0.53076
C 0.36634 -0.99679 -0.44182
N 1.16038 -0.00145 -0.38990
O 2.51749 -0.27488 -0.41390
C 3.25673 0.93209 -0.42580
C 4.70827 0.64633 -0.16420
C 5.11033 -0.54518 0.42725
C 6.44684 -0.79090 0.67277
C 7.40135 0.16647 0.33128
C 8.77106 -0.07896 0.58082
N 9.88149 -0.27892 0.78387
C 7.00320 1.36739 -0.25826
C 5.66560 1.59791 -0.50417
C -1.06607 -0.67717 -0.40540
C -1.49658 0.62368 -0.68212
C -2.84134 0.93839 -0.65920
C -3.76283 -0.04737 -0.35761
S -5.51325 0.32056 -0.32674
O -6.21175 -0.68035 -1.07719
O -5.71431 1.69923 -0.67909
N -5.84613 0.05198 1.31120
C -7.24005 -0.23945 1.56853
C -5.30068 1.10971 2.12946
C -3.36180 -1.33873 -0.07745
C -2.01577 -1.65512 -0.10172
H 0.19423 -2.97169 -1.24740
H 0.71616 -2.90728 0.44357
H 1.84692 -2.46657 -0.83888
H 2.86350 1.60754 0.34788
H 3.13852 1.43166 -1.39749
H 4.36654 -1.28072 0.68922
H 6.75979 -1.71849 1.12877
H 7.74618 2.10551 -0.52145
H 5.35666 2.52506 -0.96430
H -0.75661 1.37127 -0.91781
H -3.19868 1.93248 -0.87835
H -7.57280 -0.93181 0.79931
H -7.33182 -0.70678 2.54929
H -7.86289 0.66158 1.53494
H -5.41199 0.84236 3.17967
H -5.79853 2.06756 1.94058
H -4.24245 1.21105 1.89510
H -4.11293 -2.07820 0.14842
H -1.70694 -2.66280 0.12704


--- 2 ---
44
Properties=species:S:1:pos:R:3 method="wB97M-V/def2-TZVPD" homo_ev=-8.17 charge=0 orbital_gap_ev=7.73 e_lumo_ev=-0.444
C -3.42055 -2.48087 -1.40610
C -3.25676 -2.31036 0.01685
H -4.24367 -2.01672 0.40429
H -2.92395 -3.22633 0.45887
O -2.60632 -1.34399 0.24201
C -1.35340 -1.42562 0.52863
O -0.83940 -2.51408 0.38262
C -0.64114 -0.10883 0.80804
C 0.51009 -0.09496 1.55091
N 0.86231 1.12289 1.97495
C -0.20601 2.20070 1.53714
C -1.17749 1.32702 0.74453
C -2.17528 1.61000 -0.01755
O -2.88707 2.76364 0.55349
C -2.33405 1.28799 -1.46412
H -3.33766 1.60033 -1.64392
H -2.15788 0.07111 -1.39542
S -1.05880 2.11836 -2.22368
C 0.50669 1.43745 -1.80259
N 1.38761 1.95039 -1.04682
C 2.27582 0.89499 -1.02586
C 3.45974 1.03544 -0.18307
C 4.26611 -0.13258 -0.17683
C 3.67975 -1.40311 -0.52647
C 2.49498 -1.34748 -1.53343
C 1.88181 -0.30592 -1.41596
N 0.58271 -0.19974 -1.93175
H -0.04283 -0.49280 -2.38299
H 2.00330 -2.48604 -1.52999
H 4.35908 -2.39525 -0.52169
H 5.26300 -0.13932 0.17143
H 3.95419 1.84760 -0.10901
C -0.01671 3.51395 1.67063
H -1.03409 3.79917 1.41917
H 0.23516 3.68494 2.65824
H 0.72418 4.05805 0.97229
H 1.67590 1.48135 2.30290
C 1.43229 -1.21602 2.35431
H 1.06318 -2.12034 1.66676
H 2.34538 -0.93634 1.86397
H 1.50086 -1.40148 3.33513
H -4.25563 -3.24946 -1.48852
H -2.57545 -2.72931 -1.85275
H -3.91997 -1.72840 -1.93860


Q: Which of them is the most stable? A: 1.


--- 1 ---
9
Properties=species:S:1:pos:R:3 method="wB97M-V/def2-TZVPD" homo_ev="-10.06 / -11.51" charge=0 orbital_gap_ev="6.15 / 8.20" e_lumo_ev="-3.914 / -3.312"
C 0.40154 -0.10927 1.80054
C -2.07345 -1.21564 -0.17023
C 0.93004 0.78376 -0.72921
N 0.85460 -0.82685 2.55343
N -2.77540 -1.90251 -0.76416
P -0.27152 1.15347 0.78859
H 0.14764 0.45040 -1.53594
H 1.54858 -0.06702 -0.71203
H 1.23796 1.73366 -1.23100


--- 2 ---
9
Properties=species:S:1:pos:R:3 method="wB97M-V/def2-TZVPD" homo_ev="-7.78 / -8.89" charge=0 orbital_gap_ev="6.71 / 7.36" e_lumo_ev="-1.067 / -1.536"
C 0.74892 -0.07790 0.62723
C 0.21939 -1.38347 0.08031
C -0.90565 1.50468 -0.27782
N -0.01072 0.98027 0.35923
N -0.29215 -1.66415 -0.97280
P -1.95470 2.63594 -0.88703
H 1.31417 -0.23465 1.53561
H 0.22586 -1.91403 1.03808
H -1.79537 2.21705 -2.22912


Q: Which of them is the most stable? A: 1.